1.
This record from OMol25 describes the ion C5H9N2 with charge +1. The level of theory is ωB97M-V/def2-TZVPD.

- Orbital gap (spin up / spin down): 6.90 / 7.56 eV
- Multiplicity: 3
- Largest force on an atom: 9.492 eV/A
- Total charge: +1

Atoms and positions in Å:
C -1.09291 -1.70130 -1.30310
C -2.00262 -0.95500 -0.71474
C -0.03407 0.19516 1.18605
C -0.86370 -0.23192 -1.21319
C 1.36976 0.95566 -0.52548
N 0.15348 0.39969 -0.06179
N 0.71514 0.45014 2.23350
H -0.79670 -2.69062 -1.64474
H -3.00235 -0.90857 -0.31968
H -0.91358 -0.23429 1.44804
H -0.67426 0.60637 -1.94515
H 1.60894 1.83941 -0.09929
H 2.27687 0.43211 -0.48137
H 1.09102 1.22856 -1.55640
H 0.51145 0.00557 3.09475
H 1.65352 0.60903 1.90259

These are the natural (NBO) partial charges, in e, on atoms 1 to 6: number 1, C, carries -0.136; number 2, C, carries -0.152; number 3, C, carries 0.396; number 4, C, carries -0.160; number 5, C, carries -0.455; number 6, N, carries -0.294

2.
This record from OMol25 describes a structure of composition C5H9N2O. The level of theory is ωB97M-V/def2-TZVPD.

- Orbital gap (spin up / spin down): 7.56 / 7.56 eV
- Largest force on an atom: 6.112 eV/A
- Total charge: +1

Atoms and positions in Å:
C -0.81427 -0.18094 0.14985
C 2.61885 0.24736 -0.14583
C 1.33455 0.57290 -0.82459
C -1.89658 -0.78702 0.67366
C 1.74418 -0.45472 0.81330
N 0.59152 -0.15555 0.20170
N -3.17346 -0.63293 0.19100
O -1.17894 0.89272 -0.57832
H 3.22229 -0.37717 -0.81734
H 3.37761 1.03260 0.23876
H 0.98647 1.70879 -0.73543
H 1.23024 0.36414 -1.86366
H -1.75218 -1.52741 1.40922
H 2.00181 -1.27355 1.43918
H -3.10891 0.02547 -0.70043
H -1.22443 1.69680 -0.07937
H -3.95875 -1.15147 0.62829

These are the natural (NBO) partial charges, in e, on atoms 1 to 6: number 1, C, carries 0.238; number 2, C, carries -0.503; number 3, C, carries -0.188; number 4, C, carries 0.091; number 5, C, carries 0.208; number 6, N, carries -0.230